69
Properties=species:S:1:pos:R:3 method="wB97M-V/def2-TZVPD" spin_multiplicity=1 charge=-1 lumo_energy_ev=1.61
Br 5.74 3.11 -3.04
Zn 0.10 -0.04 0.37
S -2.33 1.22 1.77
F -2.08 3.58 2.92
F -3.93 2.54 3.38
F -2.07 1.91 4.30
O -3.81 0.82 -5.34
O 1.32 -0.91 1.74
O -2.88 1.90 0.62
O -2.59 2.72 -5.46
O -0.85 1.16 1.77
O -2.96 -0.01 2.17
N 6.80 -2.48 -0.86
N 1.17 1.80 -0.33
N 6.10 -3.09 -0.03
N -0.89 0.52 -1.38
N -1.33 -1.64 0.05
N 1.67 -1.13 -0.92
C -2.44 -3.68 0.57
C 4.47 -2.68 1.65
C 3.82 -2.18 -0.62
C 6.47 0.37 -3.19
C 0.58 2.39 -1.38
C 2.09 4.24 -1.23
C -2.13 -1.46 -1.01
C -1.88 -0.24 -1.82
C 1.02 3.62 -1.86
C 1.79 -1.23 -2.21
C -2.58 0.10 -2.97
C -3.12 -2.38 -1.32
C -1.48 -2.71 0.82
C -1.21 2.05 -3.15
C 3.31 -2.11 2.16
C 3.90 -2.33 -2.02
C 6.69 -0.90 -2.67
C 2.19 2.40 0.27
C 6.43 -1.17 -1.34
C 2.69 3.62 -0.14
C -2.92 1.62 -5.00
C 2.64 -1.61 -0.11
C -2.61 2.37 3.17
C -0.55 1.65 -2.00
C -2.23 1.25 -3.66
C 6.03 1.37 -2.35
C 5.81 1.13 -1.00
C 2.37 -1.51 1.32
C 6.01 -0.14 -0.50
C 4.80 -2.65 0.31
C 2.89 -1.85 -2.82
C -3.27 -3.50 -0.52
H -3.76 -2.23 -2.18
H -0.96 2.94 -3.71
H 7.04 -1.70 -3.31
H 6.64 0.57 -4.24
H 4.75 -2.83 -2.46
H 5.83 -0.34 0.55
H -2.53 -4.53 1.22
H 3.11 -2.11 3.23
H 5.48 1.93 -0.35
H 2.94 -1.96 -3.89
H 0.53 4.08 -2.70
H 0.98 -0.81 -2.82
H -3.39 -0.49 -3.38
H 3.52 4.08 0.38
H -0.81 -2.77 1.67
H 2.61 1.87 1.12
H 2.44 5.20 -1.58
H 5.20 -3.11 2.32
H -4.03 -4.23 -0.75



15
Properties=species:S:1:pos:R:3 method="wB97M-V/def2-TZVPD" spin_multiplicity=8 charge=+1 lumo_energy_ev="-9.21 / -7.20"
Eu 0.60 2.12 1.44
S 1.62 0.40 -1.11
S -1.64 0.05 1.04
F 2.56 -2.00 -0.80
F 3.19 -0.65 0.77
F 4.07 -0.52 -1.18
F -2.41 -1.46 -0.95
F -2.15 0.61 -1.50
F -3.88 0.00 -0.36
O -2.45 -0.70 2.01
O -1.75 1.58 1.23
O 2.03 1.85 -0.41
N -0.15 -0.30 0.88
C -2.58 -0.21 -0.55
C 2.94 -0.76 -0.52



16
Properties=species:S:1:pos:R:3 method="wB97M-V/def2-TZVPD" spin_multiplicity=1 lumo_energy_ev=0.88
O -0.45 -1.39 1.56
C -0.62 -0.46 0.78
C 0.64 1.12 -0.81
C 0.20 -0.31 -0.40
C -1.62 0.66 1.05
C 1.31 -1.33 -0.57
H 1.44 1.12 -1.56
H 2.14 -1.16 0.13
H -1.05 1.33 1.70
H 1.05 1.66 0.06
H 1.73 -1.29 -1.58
H -0.19 1.71 -1.18
H -1.03 -0.84 -0.61
H 0.91 -2.31 -0.34
H -1.98 1.24 0.18
H -2.47 0.27 1.60



163
Properties=species:S:1:pos:R:3 method="wB97M-V/def2-TZVPD" spin_multiplicity=1 charge=-1 lumo_energy_ev=1.17
Cd 3.33 1.26 3.36
Zn -2.69 -0.72 -1.35
O 3.01 0.63 1.30
O -2.14 -2.76 -1.14
O -2.20 -0.46 0.65
O -3.32 1.83 2.44
O -3.27 1.32 -1.33
O -1.07 0.16 6.09
O 2.41 4.69 0.19
O 1.25 0.82 3.40
O 0.36 2.26 -3.13
O 3.43 -4.62 -4.27
O 4.06 -0.65 3.95
O -1.33 -2.44 4.96
O 5.41 1.58 3.05
O -0.62 -0.20 -1.53
O -3.26 -0.88 -3.22
O 3.17 1.78 5.54
O -4.64 -1.19 -0.65
O 9.26 -0.97 2.62
O 7.95 -3.17 3.47
O 4.72 -1.10 -0.22
O 2.83 3.38 2.64
N -3.13 -1.72 -4.33
C 1.34 4.53 4.16
C 7.35 0.35 2.76
C 7.36 -2.12 3.44
C 4.51 3.16 7.05
C -5.50 -1.92 -5.10
C 1.80 0.47 1.06
C 1.53 3.98 -0.70
C -2.32 2.81 2.08
C -3.81 -3.76 -5.45
C 1.27 2.04 -4.20
C -5.02 -1.82 0.58
C -0.21 -4.07 -0.43
C 5.98 -1.98 3.81
C 1.25 0.30 -0.22
C -1.03 -0.59 -4.88
C -0.98 -0.20 0.82
C -2.33 -1.20 -5.39
C 2.36 1.10 -3.78
C -0.08 -0.06 -0.40
C -2.52 -3.95 3.47
C -0.51 0.11 2.08
C 4.39 1.85 6.31
C 5.31 -0.81 3.65
C -2.93 4.16 2.32
C -1.88 -2.60 3.65
C -4.61 -3.29 -3.20
C -3.06 -3.27 -6.69
C 2.40 -3.82 -3.69
C -4.25 -2.63 -4.51
C -0.97 -3.46 -1.59
C 6.70 0.20 -0.73
C 0.23 3.70 0.01
C 6.06 0.46 3.12
C -1.95 2.35 6.24
C -2.20 0.95 5.73
C -5.64 -0.82 1.53
C -1.90 -2.37 -6.28
C 2.92 -2.86 -2.64
C 0.83 0.42 2.31
C -4.12 2.52 -3.27
C 8.09 -0.88 2.91
C 2.72 4.50 3.53
C 5.51 -0.56 -1.27
C -2.96 2.31 -2.32
C -3.03 -0.15 -6.25
H -1.08 2.76 5.71
H -0.45 3.19 -0.67
H -0.38 -2.76 -2.17
H -0.64 -3.10 5.05
H 3.50 4.37 4.28
H -2.78 3.02 6.02
H -3.94 3.35 -3.95
H -6.04 -1.35 2.40
H 7.88 1.25 2.46
H 2.01 3.03 -0.95
H 1.87 -3.26 -4.47
H 1.37 4.51 -1.64
H 2.91 5.44 3.00
H 0.01 1.39 -2.85
H 3.27 -3.39 -1.75
H 0.72 -4.53 -0.74
H -3.95 1.67 -0.75
H 1.67 -4.53 -3.28
H 1.63 3.03 -4.50
H -1.73 2.34 7.31
H 7.29 0.59 -1.57
H -4.72 -4.22 -5.86
H -5.49 -0.87 -4.82
H -1.39 2.66 2.64
H -0.44 -1.32 -4.31
H -1.82 -4.77 3.63
H -6.44 -2.30 -4.68
H -2.61 -1.80 3.48
H -5.36 -4.06 -3.40
H -1.12 -2.94 -5.77
H 3.79 -2.32 -3.02
H 3.59 3.42 7.57
H -2.35 0.38 -6.93
H -1.14 0.00 2.95
H 5.36 3.14 7.73
H 4.45 0.99 6.98
H -4.14 -2.29 1.01
H -4.28 1.61 -3.85
H 3.09 0.96 -4.58
H -1.08 -2.47 2.91
H -3.40 0.66 -5.60
H -3.74 -3.71 -2.70
H -3.89 -0.52 -6.81
H 5.21 1.70 5.60
H -3.33 4.20 3.33
H -4.94 -0.06 1.85
H 0.34 3.08 0.90
H -2.75 -4.10 -7.31
H 0.77 1.65 -5.10
H -0.80 -4.82 0.10
H 3.78 -4.14 -5.03
H -6.53 -0.39 1.06
H 4.76 3.97 6.36
H 2.45 1.59 6.15
H 1.25 5.28 4.95
H 2.15 -2.14 -2.35
H -3.79 -2.68 -7.25
H -1.28 -4.26 -2.26
H -3.11 0.50 6.13
H -2.26 1.02 4.63
H -2.22 4.97 2.14
H 2.54 3.71 1.77
H 4.90 0.03 -1.96
H -2.05 2.01 -2.82
H -3.29 -4.58 -4.95
H 1.14 3.58 4.65
H -3.35 -4.07 4.17
H -2.77 -3.40 -0.80
H -2.94 0.97 2.24
H 5.41 -2.83 4.16
H -2.95 -4.07 2.46
H -0.22 4.63 0.38
H -1.45 -1.99 -7.21
H -0.47 -0.22 -5.73
H -2.75 3.25 -1.79
H 0.02 -3.31 0.33
H -3.77 4.31 1.64
H 4.11 -0.42 0.10
H 5.87 -1.45 -1.80
H 0.58 4.65 3.39
H -5.60 -2.03 -6.18
H 6.36 1.08 -0.17
H 2.85 1.47 -2.87
H 1.95 0.12 -3.53
H -1.25 0.24 -4.21
H -5.03 2.73 -2.70
H -5.43 -0.86 -1.09
H -5.75 -2.60 0.35
H 3.11 5.12 -0.32
H 1.91 0.42 -1.06
H -2.10 2.63 1.02
H -5.09 -2.58 -2.52
H -1.13 -0.68 5.61
H 7.27 -0.41 -0.04



56
Properties=species:S:1:pos:R:3 method="wB97M-V/def2-TZVPD" spin_multiplicity=3 charge=-1 lumo_energy_ev="1.76 / 1.76"
Pt 9.35 -9.24 -10.44
O 10.80 -13.70 -5.15
O 6.71 -9.22 -8.89
O 6.56 -8.37 -11.12
O 9.04 -12.71 -4.24
O 9.95 -8.74 -8.67
O 12.36 -8.95 -9.22
O 13.68 -9.90 -10.85
O 13.42 -11.08 -8.40
O 11.68 -8.96 -11.44
O 7.31 -8.86 -6.00
O 8.62 -7.37 -6.86
N 8.33 -8.55 -6.62
N 9.25 -9.71 -12.27
N 10.00 -12.74 -5.00
N 12.40 -10.47 -8.45
C 9.51 -8.87 -15.50
C 5.21 -8.17 -10.47
C 9.39 -10.24 -14.80
C 4.41 -9.66 -8.43
C 4.92 -6.70 -10.73
C 5.41 -7.39 -7.98
C 4.32 -9.11 -11.26
C 12.52 -9.23 -10.59
C 9.02 -10.83 -6.08
C 9.30 -10.00 -13.38
C 13.96 -10.02 -12.29
C 9.27 -9.65 -6.78
C 11.28 -10.61 -7.74
C 5.39 -8.57 -8.96
C 10.11 -11.74 -5.99
C 10.20 -9.60 -7.76
C 11.25 -11.63 -6.77
B 7.35 -8.96 -10.11
H 3.29 -9.23 -10.85
H 8.63 -8.26 -15.25
H 5.75 -6.03 -10.54
H 4.14 -8.68 -12.26
H 4.75 -6.59 -11.83
H 4.53 -10.61 -9.03
H 4.77 -10.09 -11.31
H 5.58 -7.83 -7.01
H 12.18 -12.16 -6.59
H 4.03 -6.24 -10.20
H 13.73 -9.01 -12.64
H 10.39 -8.30 -15.15
H 3.36 -9.37 -8.35
H 13.23 -10.78 -12.67
H 4.77 -9.87 -7.41
H 10.17 -10.95 -14.96
H 6.21 -6.71 -8.26
H 8.16 -11.00 -5.41
H 4.46 -6.82 -8.04
H 8.48 -10.77 -15.16
H 14.99 -10.32 -12.36
H 9.62 -8.93 -16.60



46
Properties=species:S:1:pos:R:3 method="wB97M-V/def2-TZVPD" spin_multiplicity=1 smiles="C=CC(=O)N(C)CC(=O)N[C@@H](Cc1ccc(C(F)(F)F)cc1C)B(O)O" lumo_energy_ev=0.50
F -0.67 5.13 -3.45
F -0.59 6.94 -2.08
F -2.53 5.79 -2.40
O 1.68 -0.86 1.29
O -1.39 -3.89 1.23
O -1.42 0.87 -1.74
O 0.54 -0.47 -1.28
N 0.83 -3.82 1.01
N -0.66 -1.02 1.42
C -1.72 4.34 -0.34
C -0.73 4.78 -1.17
C -0.04 1.35 1.28
C 0.80 3.17 -0.28
C -1.15 5.72 -2.31
C 0.52 4.25 -1.09
C -1.45 3.31 0.53
C -0.90 0.24 0.73
C 2.10 -4.28 0.44
C 0.89 -2.85 2.11
C -0.58 -5.35 -0.36
C 0.67 -1.50 1.60
C 2.13 2.54 -0.30
C -0.43 -4.31 0.63
C -0.22 2.65 0.53
C -1.59 -6.18 -0.29
B -0.58 0.21 -0.87
H 1.29 4.57 -1.75
H 1.00 0.99 1.28
H -2.69 4.76 -0.44
H -1.16 0.92 -2.68
H 2.13 1.65 -0.91
H 2.78 -3.45 0.46
H 0.16 -5.43 -1.13
H -1.33 -1.78 1.39
H -2.21 2.98 1.19
H 0.10 -3.00 2.83
H 1.88 -2.98 2.58
H -1.94 0.56 0.64
H 1.01 -0.74 -0.46
H -0.31 1.52 2.30
H -1.72 -7.02 -0.96
H -2.35 -6.03 0.41
H 2.91 3.21 -0.72
H 2.54 -5.10 1.01
H 1.98 -4.65 -0.58
H 2.41 2.26 0.71



30
Properties=species:S:1:pos:R:3 method="wB97M-V/def2-TZVPD" spin_multiplicity=1 smiles="C=CS(=O)(=O)F.C1CN2CCC1CC2" lumo_energy_ev=0.66
S -2.72 -1.82 3.69
F -4.17 -1.43 3.46
O -1.82 -0.71 4.07
O -2.52 -3.16 4.30
N 0.34 -0.07 -0.34
C -1.17 -2.47 1.58
C -2.37 -2.08 1.95
C -0.55 0.22 -1.51
C 0.51 1.17 0.48
C 1.43 1.75 -1.79
C 1.16 2.29 -0.36
C 2.36 0.51 -1.67
C 0.08 1.30 -2.41
C 1.67 -0.55 -0.78
H 2.27 -0.79 0.10
H 0.51 3.17 -0.41
H 3.33 0.80 -1.25
H -0.59 2.16 -2.51
H 2.58 0.10 -2.67
H -1.53 0.53 -1.13
H 0.24 0.92 -3.42
H -3.17 -1.91 1.25
H 1.11 0.92 1.36
H -0.71 -0.72 -2.06
H 1.53 -1.49 -1.32
H -0.93 -2.62 0.54
H 2.10 2.62 0.10
H -0.39 -2.63 2.29
H 1.91 2.53 -2.41
H -0.48 1.47 0.85



52
Properties=species:S:1:pos:R:3 method="wB97M-V/def2-TZVPD" spin_multiplicity=3 lumo_energy_ev="-0.36 / -1.67"
Pd -0.67 -0.03 -0.08
S -1.43 1.88 1.60
O -2.71 -1.91 -2.64
O 2.19 0.90 -0.14
O -2.58 0.77 -2.27
O -3.23 -1.30 -0.02
O 1.97 -3.54 -2.49
O 1.58 -0.89 1.64
N 0.36 -1.11 1.29
N -1.28 0.74 -1.85
N 0.89 3.30 1.68
N 0.70 1.85 3.31
N 0.99 0.91 -0.77
N -2.07 -1.36 0.45
C -0.37 -2.08 1.90
C -1.39 -2.45 -2.40
C -0.84 2.29 -3.70
C 1.95 2.54 -2.37
C 0.07 2.37 2.23
C -0.42 1.53 -2.49
C 0.25 -2.80 3.05
C -1.67 -2.27 1.40
C 2.08 2.29 3.41
C 0.87 1.63 -1.89
C 2.20 3.35 2.31
C -2.70 -3.23 1.88
H -0.21 2.05 -4.56
H -2.99 -0.06 -1.89
H -0.51 -3.36 3.60
H 2.30 2.70 4.40
H 1.92 3.51 -1.86
H -2.23 -4.10 2.34
H 2.57 -2.84 -2.85
H -1.88 2.05 -3.94
H 2.42 4.34 2.72
H -3.05 -2.30 -3.46
H 0.74 -2.08 3.71
H 1.02 -3.52 2.72
H 0.33 1.05 3.82
H -1.16 -3.24 -3.13
H 0.65 3.79 0.83
H -0.75 3.37 -3.53
H 2.95 2.12 -2.20
H -1.35 -2.90 -1.41
H 2.22 -3.46 -1.53
H -3.35 -2.75 2.62
H 2.98 3.10 1.58
H 2.02 0.19 0.59
H -3.33 -3.56 1.04
H -0.65 -1.65 -2.48
H 1.83 2.72 -3.43
H 2.75 1.44 3.23



48
Properties=species:S:1:pos:R:3 method="wB97M-V/def2-TZVPD" spin_multiplicity=1 charge=+6 lumo_energy_ev=-23.29
Hf -2.22 1.44 -0.84
Hf 0.35 -1.82 1.64
P -3.34 -0.97 1.78
F -4.36 -2.11 1.25
F -4.00 -0.44 3.13
F -0.57 0.01 0.25
O -0.25 0.80 -2.42
O 2.23 -0.05 1.06
O -1.02 -2.73 -0.13
O -1.68 2.22 1.44
O -3.31 0.16 0.72
O -1.98 -1.64 2.07
C 3.16 0.76 1.16
C 3.36 1.61 2.38
C -1.30 2.70 2.52
C -1.45 -3.39 -1.10
C -2.12 2.70 3.79
C 0.78 1.07 -4.58
C 0.54 0.42 -3.27
C -0.73 -3.48 -2.46
C -2.77 -4.18 -1.02
C 0.14 3.32 2.66
C 4.17 0.84 0.03
C 1.52 -0.75 -2.93
H 2.87 2.54 2.11
H 2.78 1.19 3.21
H 0.59 0.43 -5.43
H 0.33 2.04 -4.79
H 0.22 4.32 3.07
H 2.52 -0.51 -2.54
H 1.06 -1.34 -2.13
H 0.16 -4.10 -2.33
H 1.86 1.21 -4.69
H -0.37 -2.53 -2.87
H -1.67 1.96 4.45
H -2.53 -5.20 -1.29
H 1.47 -1.52 -3.70
H -3.48 -3.68 -1.68
H 0.60 3.46 1.69
H 4.40 1.81 2.65
H -3.16 2.44 3.59
H -3.12 -4.00 0.00
H -1.43 -3.89 -3.18
H 3.69 1.25 -0.86
H 4.46 -0.19 -0.20
H 5.00 1.51 0.23
H -2.15 3.67 4.30
H 0.76 2.67 3.28



Copy entry 6 word for word.
46
Properties=species:S:1:pos:R:3 method="wB97M-V/def2-TZVPD" spin_multiplicity=1 smiles="C=CC(=O)N(C)CC(=O)N[C@@H](Cc1ccc(C(F)(F)F)cc1C)B(O)O" lumo_energy_ev=0.50
F -0.67 5.13 -3.45
F -0.59 6.94 -2.08
F -2.53 5.79 -2.40
O 1.68 -0.86 1.29
O -1.39 -3.89 1.23
O -1.42 0.87 -1.74
O 0.54 -0.47 -1.28
N 0.83 -3.82 1.01
N -0.66 -1.02 1.42
C -1.72 4.34 -0.34
C -0.73 4.78 -1.17
C -0.04 1.35 1.28
C 0.80 3.17 -0.28
C -1.15 5.72 -2.31
C 0.52 4.25 -1.09
C -1.45 3.31 0.53
C -0.90 0.24 0.73
C 2.10 -4.28 0.44
C 0.89 -2.85 2.11
C -0.58 -5.35 -0.36
C 0.67 -1.50 1.60
C 2.13 2.54 -0.30
C -0.43 -4.31 0.63
C -0.22 2.65 0.53
C -1.59 -6.18 -0.29
B -0.58 0.21 -0.87
H 1.29 4.57 -1.75
H 1.00 0.99 1.28
H -2.69 4.76 -0.44
H -1.16 0.92 -2.68
H 2.13 1.65 -0.91
H 2.78 -3.45 0.46
H 0.16 -5.43 -1.13
H -1.33 -1.78 1.39
H -2.21 2.98 1.19
H 0.10 -3.00 2.83
H 1.88 -2.98 2.58
H -1.94 0.56 0.64
H 1.01 -0.74 -0.46
H -0.31 1.52 2.30
H -1.72 -7.02 -0.96
H -2.35 -6.03 0.41
H 2.91 3.21 -0.72
H 2.54 -5.10 1.01
H 1.98 -4.65 -0.58
H 2.41 2.26 0.71